i:
Formula: C4H14O4
Source: the Open Molecules 2025 dataset
Level of theory: the ωB97M-V functional and the def2-TZVPD basis

XYZ file:
```
22
C4H14O4, DFT the ωB97M-V functional and the def2-TZVPD basis
C 0.52 -0.02 1.23
C 0.17 -1.19 0.40
C 1.67 -0.41 -0.05
C 0.52 -2.57 0.78
O -0.03 1.17 1.08
H 0.88 -0.26 2.26
H -0.48 -1.03 -0.45
H 2.55 -0.44 0.62
H 2.01 -1.15 -0.85
H 1.67 0.55 -0.55
H -0.29 -3.18 1.20
H 0.93 -3.20 -0.01
H 1.28 -2.61 1.56
H 1.40 0.11 -2.44
H 0.13 0.59 -3.05
O 0.80 -0.10 -3.16
H -1.82 0.88 1.24
H -2.52 0.75 2.57
O -2.72 0.78 1.63
H -1.48 2.41 -1.31
H -0.39 1.70 -0.43
O -0.65 1.93 -1.37
```

LUMO energy (spin up / spin down) = 3.9938 / 3.8906 eV
2S+1 = 2
total charge = -1
<S²> = 0.756

What are the natural (NBO) partial charges on each atom? They are as follows, in elementary charge units:
1 C 0.137
2 C -0.305
3 C -0.608
4 C -0.619
5 O -0.895
6 H 0.095
7 H 0.222
8 H 0.185
9 H 0.121
10 H 0.208
11 H 0.190
12 H 0.190
13 H 0.196
14 H 0.471
15 H 0.491
16 O -0.971
17 H 0.505
18 H 0.451
19 O -0.997
20 H 0.456
21 H 0.514
22 O -1.037

=====

ii:
Formula: C4H14O4
Source: the Open Molecules 2025 dataset
Level of theory: the ωB97M-V functional and the def2-TZVPD basis

XYZ file:
```
22
C4H14O4, DFT the ωB97M-V functional and the def2-TZVPD basis
C 0.26 -1.44 0.41
C -0.12 -0.03 -0.07
C -1.18 0.55 0.84
C -2.47 0.49 0.54
H 0.77 -1.29 1.36
H -0.66 -1.97 0.66
H 0.80 0.55 0.00
H -0.87 0.90 1.81
H -3.21 0.88 1.24
H -0.56 -0.12 -1.09
H -0.07 -0.48 -3.13
H 1.33 -0.38 -3.94
O 0.84 -0.81 -3.24
H 0.79 -2.05 -0.32
H 0.42 0.55 3.62
O 0.99 0.12 2.99
H -2.80 0.31 -0.47
H -1.90 0.41 -3.32
O -1.66 -0.13 -2.55
H 1.94 0.70 2.19
H 3.16 1.76 1.83
O 2.59 1.11 1.41
```

LUMO energy (spin up / spin down) = 2.8515 / -0.1942 eV
2S+1 = 2
total charge = -1
<S²> = 0.755

What are the natural (NBO) partial charges on each atom? They are as follows, in elementary charge units:
1 C -0.620
2 C -0.444
3 C -0.114
4 C -0.483
5 H 0.287
6 H 0.178
7 H 0.266
8 H 0.236
9 H 0.173
10 H 0.210
11 H 0.483
12 H 0.460
13 O -0.976
14 H 0.197
15 H 0.420
16 O -1.240
17 H 0.182
18 H 0.421
19 O -0.494
20 H 0.508
21 H 0.431
22 O -1.084

=====

How do the energies compare? Relative to the most stable structure, in hartree: i 0.0000; ii 0.0262.

=====

i:
Formula: C5H11N4
Source: the Open Molecules 2025 dataset
Level of theory: the ωB97M-V functional and the def2-TZVPD basis

XYZ file:
```
20
C5H11N4, DFT the ωB97M-V functional and the def2-TZVPD basis
C 3.26 0.18 -0.29
C 2.18 1.02 -0.50
C 1.39 -0.94 -0.02
C -0.80 2.42 -0.27
C -1.05 0.99 -0.19
N 2.73 -1.05 -0.04
N 1.03 0.29 -0.35
N -1.59 -0.02 0.07
N -3.07 -2.08 0.59
H 4.23 0.37 -0.36
H 2.20 2.04 -0.43
H 0.76 -1.68 0.23
H -1.75 3.05 -0.16
H -0.22 2.78 0.45
H -0.33 2.79 -1.18
H -2.68 -1.09 0.40
H -3.80 -2.31 -0.03
H -2.26 -2.75 0.48
H 3.24 -1.91 0.16
H -3.47 -2.11 1.46
```

LUMO energy = -3.1215 eV
total charge = +1

What are the natural (NBO) partial charges on each atom? They are as follows, in elementary charge units:
1 C -0.066
2 C -0.086
3 C 0.179
4 C -0.730
5 C 0.545
6 N -0.484
7 N -0.476
8 N -0.595
9 N -0.881
10 H 0.218
11 H 0.209
12 H 0.186
13 H 0.269
14 H 0.254
15 H 0.269
16 H 0.469
17 H 0.426
18 H 0.442
19 H 0.432
20 H 0.423

=====

ii:
Formula: C5H11N4
Source: the Open Molecules 2025 dataset
Level of theory: the ωB97M-V functional and the def2-TZVPD basis

XYZ file:
```
20
C5H11N4, DFT the ωB97M-V functional and the def2-TZVPD basis
C -1.83 1.33 0.33
C -0.10 -0.50 -0.03
C 0.29 -0.95 1.42
C 2.23 0.45 -0.70
C 1.23 -0.66 -0.95
N -1.24 -1.21 -0.52
N -2.34 -0.87 -0.30
N -0.59 1.14 0.13
N -2.72 0.33 0.25
H -2.40 2.35 0.25
H 0.68 -1.92 1.42
H -0.66 -0.99 2.00
H 0.97 -0.34 1.76
H 2.24 1.30 -1.38
H 3.12 -0.06 -1.15
H 2.38 0.72 0.34
H 1.40 -1.80 -0.87
H 0.85 -0.63 -2.01
H 0.14 1.78 -0.09
H -3.65 0.54 0.08
```

LUMO energy = -4.3213 eV
structure (SMILES) = CC[C@]1(C)N=N[NH+]=CN1
total charge = +1

What are the natural (NBO) partial charges on each atom? They are as follows, in elementary charge units:
1 C 0.369
2 C 0.301
3 C -0.616
4 C -0.684
5 C -0.426
6 N -0.119
7 N 0.074
8 N -0.532
9 N -0.421
10 H 0.248
11 H 0.248
12 H 0.220
13 H 0.218
14 H 0.243
15 H 0.269
16 H 0.221
17 H 0.264
18 H 0.237
19 H 0.453
20 H 0.434

=====

How do the energies compare? Relative to the most stable structure, in hartree: i 0.0000; ii 0.0971.